Computed, not measured: a structure of composition C10H10N2NiO4 at a distorted geometry, with ωB97M-V with the def2-TZVPD basis set.

XYZ file:
```
27
Properties=species:S:1:pos:R:3:forces:R:3:lowdin_charge:R:1
Ni -0.256535 1.039713 1.248881 -0.250 -0.338 -1.209 0.22
C 0.360967 2.024601 2.603470 -0.680 2.771 6.875 -0.01
O 0.510439 2.432773 3.676871 0.106 -1.316 -4.320 0.22
C -0.152366 1.749229 -0.433695 1.715 5.476 -8.093 -0.14
O -0.019679 2.090183 -1.562739 -0.835 -2.084 5.908 0.25
C -1.613117 0.574266 0.112652 -7.264 -3.632 -2.628 -0.11
O -2.409226 0.145558 -0.640506 3.885 2.123 3.086 0.22
C 1.302398 0.583830 0.556892 6.982 -4.140 -2.575 -0.10
O 2.243525 0.155808 0.030486 -3.308 1.831 1.905 0.24
C -0.167831 -2.316729 -2.411949 0.012 0.838 0.381 -0.08
H 0.706453 -2.935194 -2.161492 -0.435 0.216 -0.257 0.05
H -1.169176 -2.725768 -2.210122 0.529 0.016 -0.421 0.06
C -0.020354 -1.057338 -2.860080 -0.021 -0.044 0.563 -0.08
H -0.890658 -0.420277 -3.106547 0.546 -0.520 0.077 0.06
H 0.971706 -0.575860 -2.943758 -0.596 -0.490 -0.252 0.07
C -2.424246 -0.575917 2.946798 0.065 -0.426 0.321 0.05
C -1.450579 -1.575763 2.444852 -0.378 -0.026 0.584 -0.28
N -0.503825 -1.377129 1.551907 1.821 -0.734 -1.301 0.11
C 0.129829 -2.577998 1.307169 -0.405 3.594 -0.768 0.07
C -0.418965 -3.521404 2.150969 -2.039 -0.859 2.050 0.13
N -1.409982 -2.870019 2.848200 0.467 -1.648 0.069 0.19
H -2.993127 -1.010854 3.778503 0.025 0.268 -0.227 0.12
H -1.900939 0.332747 3.295886 -0.265 -0.381 -0.179 0.10
H -3.115185 -0.300384 2.131530 0.168 -0.052 0.313 0.12
H 0.888630 -2.680884 0.541373 0.031 -0.051 0.184 0.14
H -0.153196 -4.558264 2.282777 -0.148 -0.129 0.129 0.17
H -2.031360 -3.248125 3.562969 0.273 -0.263 -0.215 0.20
```
Forces are in eV/Å.

Properties
Multiplicity: 3
Gap between HOMO and LUMO (alpha / beta): 7.41 / 4.03 eV
Net charge: +2
Energy above the lowest of the compared OMol25 structures with the same formula, charge and spin: 72.3 kcal per mole

=====

Computed, not measured: an isolated molecule of C10H10N2O at a distorted geometry, with ωB97M-V with the def2-TZVPD basis set.

XYZ file:
```
23
Properties=species:S:1:pos:R:3:forces:R:3:lowdin_charge:R:1
C 2.071986 -2.336687 -0.251902 -3.469 0.772 0.715 -0.07
C 0.971876 -2.308646 0.671457 1.265 -0.809 1.380 -0.07
C 2.118877 -1.268524 -1.132814 2.467 -0.453 -1.953 -0.12
C 0.070413 -1.288836 0.799898 -0.743 0.383 -0.547 -0.04
C 1.305624 -0.151708 -1.035930 -2.470 0.420 1.319 -0.04
C 0.179254 -0.197124 -0.061210 2.180 0.174 -1.683 -0.21
C 2.713991 1.032449 0.477974 1.871 -1.139 1.196 -0.30
C -0.112012 2.290519 -0.318505 1.131 -1.159 1.648 -0.21
C -0.628493 0.929719 -0.015920 -1.098 1.255 0.099 -0.20
C -2.061504 1.010219 0.491054 -0.089 -1.672 0.594 -0.06
N 2.194790 2.085467 0.192066 0.119 0.113 0.502 0.06
N 1.246086 2.758604 -0.350801 0.109 0.677 -1.327 0.03
O 3.497694 0.247896 0.915209 -1.212 1.009 -0.410 0.14
H 2.597477 -3.255099 -0.392262 0.691 -0.091 0.088 0.10
H 0.935702 -3.014120 1.506284 0.047 -0.401 -0.616 0.11
H 2.982826 -1.407872 -1.877856 -1.510 0.958 0.838 0.14
H -0.757873 -1.215416 1.521250 0.671 -0.633 -0.098 0.12
H 1.244541 0.848901 -1.545810 0.913 -1.863 -0.454 0.13
H -0.626792 2.765180 -1.074399 -0.970 0.937 -2.214 0.10
H -0.421327 2.894024 0.505764 -0.818 0.543 1.238 0.13
H -2.589310 -0.000248 0.396425 0.585 1.432 -0.146 0.10
H -2.660597 1.817917 0.012882 0.513 -0.620 0.229 0.09
H -2.034934 1.193399 1.585169 -0.185 0.166 -0.398 0.09
```
Forces are in eV/Å.

Properties
Gap between HOMO and LUMO (alpha / beta): 6.68 / 7.67 eV
Energy above the lowest of the compared OMol25 structures with the same formula, charge and spin: 130.5 kcal per mole

=====

no.,electronic energy (Eh)
1,-2305.02039
2,-571.61764